[1]
Density functional theory data (ωB97M-V/def2-TZVPD) for a molecular structure, C31H29B3N6O15.

Values from the calculation:
E = -74290.1775 eV

Each line ends with the Mulliken charge.
Geometry (Å):
O  9.522  -4.055  4.985  -0.348
N  8.594  -3.572  4.474  0.174
O  7.693  -4.552  4.054  -0.144
C  6.544  -3.947  3.428  -0.365
B  5.266  -4.101  4.344  0.644
O  4.766  -5.356  4.650  -0.528
B  3.515  -5.508  4.092  0.614
O  2.740  -4.385  3.884  -0.644
B  3.199  -3.176  4.377  0.639
O  4.506  -3.026  4.762  -0.424
H  6.372  -4.449  2.474  0.316
H  6.756  -2.894  3.235  0.339
H  3.151  -6.587  3.758  -0.125
H  2.456  -2.252  4.438  -0.137
C  1.991  2.656  2.199  -0.579
C  3.165  2.264  2.830  -0.436
C  3.777  1.070  2.487  -0.374
C  3.196  0.291  1.504  0.036
C  2.026  0.658  0.863  -0.613
C  1.420  1.850  1.221  0.038
N  3.841  -0.976  1.126  0.979
O  4.854  -1.291  1.723  -0.569
O  3.326  -1.640  0.250  -0.614
H  1.514  3.587  2.470  0.457
H  3.602  2.888  3.593  0.449
H  4.683  0.749  2.978  0.473
H  1.598  0.021  0.104  0.478
H  0.504  2.156  0.738  0.296
C  -3.446  5.066  -2.519  -0.473
C  -3.288  6.262  -1.830  -0.397
C  -2.571  6.298  -0.646  -0.475
C  -2.022  5.121  -0.173  0.157
C  -2.170  3.918  -0.838  -0.347
C  -2.889  3.896  -2.022  -0.381
N  -1.245  5.151  1.076  1.005
O  -1.141  6.210  1.658  -0.621
O  -0.743  4.109  1.455  -0.608
H  -4.003  5.039  -3.445  0.411
H  -3.724  7.173  -2.218  0.377
H  -2.440  7.220  -0.100  0.461
H  -1.733  3.016  -0.439  0.423
H  -3.017  2.968  -2.557  0.442
C  -1.415  3.700  7.092  -0.431
C  -1.193  2.391  7.499  -0.410
C  0.038  1.795  7.282  -0.418
C  1.028  2.531  6.661  0.080
C  0.829  3.834  6.245  -0.207
C  -0.408  4.418  6.464  -0.572
N  2.340  1.904  6.430  1.102
O  2.482  0.746  6.763  -0.627
O  3.201  2.581  5.901  -0.623
H  -2.379  4.161  7.265  0.387
H  -1.980  1.832  7.986  0.373
H  0.227  0.777  7.589  0.468
H  1.623  4.379  5.757  0.491
H  -0.583  5.435  6.142  0.387
C  -0.634  -0.208  -6.828  -0.604
C  -1.880  -0.800  -6.988  -0.255
C  -3.013  -0.177  -6.486  -0.673
C  -2.867  1.031  -5.832  0.233
C  -1.636  1.637  -5.659  -0.334
C  -0.511  1.006  -6.164  -0.460
N  -4.066  1.702  -5.302  0.946
O  -5.135  1.152  -5.438  -0.600
O  -3.909  2.776  -4.746  -0.571
H  0.247  -0.696  -7.224  0.404
H  -1.974  -1.744  -7.505  0.477
H  -3.988  -0.626  -6.605  0.574
H  -1.557  2.582  -5.142  0.469
H  0.460  1.463  -6.040  0.384
C  -3.926  -6.826  -4.160  -0.417
C  -2.760  -6.702  -4.903  -0.451
C  -2.678  -5.761  -5.916  -0.361
C  -3.776  -4.959  -6.161  0.224
C  -4.949  -5.066  -5.437  -0.376
C  -5.018  -6.011  -4.428  -0.433
N  -3.691  -3.945  -7.224  1.047
O  -2.655  -3.873  -7.859  -0.642
O  -4.652  -3.226  -7.402  -0.598
H  -3.984  -7.560  -3.367  0.378
H  -1.911  -7.337  -4.693  0.369
H  -1.779  -5.652  -6.503  0.444
H  -5.787  -4.423  -5.657  0.448
H  -5.926  -6.110  -3.850  0.372

=====

[2]
Density functional theory data (ωB97M-V/def2-TZVPD) for a molecular structure, C31H29BCo2O8S2.

Values from the calculation:
E = -146592.0369 eV
Energy above the lowest of the compared OMol25 structures with the same formula, charge and spin = 75.7 kcal per mole

Each line ends with the Mulliken charge.
Geometry (Å):
C  6.015  4.846  1.823  -1.206
C  4.894  4.005  2.319  0.546
C  4.642  3.692  3.636  -0.619
C  3.460  2.888  3.835  -0.735
C  2.770  2.647  2.665  -0.098
B  1.259  1.926  2.525  1.796
C  0.146  3.113  2.703  0.415
C  -0.161  3.799  3.854  -1.084
C  -1.245  4.724  3.672  -0.706
C  -1.764  4.712  2.388  0.579
C  -2.809  5.614  1.850  -1.233
S  -0.975  3.505  1.415  -0.264
O  1.201  1.252  1.263  -0.893
C  1.644  -0.058  1.585  1.839
C  1.058  -1.052  0.601  -1.271
C  3.161  -0.133  1.556  -2.237
C  1.073  -0.252  3.105  1.231
C  -0.420  -0.613  3.086  -0.401
C  1.872  -1.223  3.963  -1.903
O  1.195  1.044  3.651  -0.596
S  3.606  3.359  1.303  -0.305
H  6.655  5.177  2.651  0.333
H  6.603  4.299  1.078  0.265
H  5.612  5.744  1.345  0.266
H  5.306  4.013  4.437  0.277
H  3.143  2.553  4.819  0.479
H  0.362  3.653  4.796  0.444
H  -1.635  5.366  4.455  0.336
H  -3.349  6.055  2.696  0.324
H  -2.331  6.446  1.312  0.240
H  -3.492  5.097  1.159  0.314
H  1.262  -2.078  0.938  0.309
H  -0.019  -0.912  0.459  -0.280
H  1.525  -0.936  -0.380  0.562
H  3.479  -1.170  1.718  0.367
H  3.532  0.202  0.581  0.478
H  3.607  0.519  2.321  0.302
H  -0.588  -1.496  2.453  -0.618
H  -0.749  -0.878  4.096  0.578
H  -1.021  0.235  2.724  -0.153
H  1.789  -2.241  3.562  0.200
H  2.924  -0.930  4.018  0.389
H  1.469  -1.204  4.980  0.464
O  0.262  -3.447  -1.271  -0.244
C  -0.693  -2.984  -0.809  0.476
Co  -2.291  -2.595  -0.211  0.536
C  -2.618  -0.901  0.187  0.538
O  -2.976  0.155  0.502  -0.286
C  -2.986  -2.757  -1.802  -0.047
O  -3.349  -2.868  -2.898  -0.267
C  -2.975  -4.122  1.063  1.504
C  -4.425  -3.960  1.181  0.630
C  -4.951  -2.924  1.982  -0.089
C  -6.322  -2.678  1.984  -0.857
C  -7.195  -3.480  1.243  -0.443
C  -6.683  -4.526  0.466  -0.697
C  -5.313  -4.798  0.461  -0.326
C  -2.083  -5.058  0.534  -1.210
C  -1.731  -5.647  -0.613  -0.736
Co  -1.663  -4.726  2.215  0.496
C  -2.016  -6.253  3.054  0.054
O  -2.350  -7.213  3.598  -0.266
C  -2.104  -3.807  3.637  0.498
O  -2.498  -3.236  4.566  -0.291
C  0.040  -4.927  1.763  0.029
O  1.134  -4.933  1.387  -0.258
H  -4.240  -2.327  2.565  0.412
H  -6.689  -1.841  2.573  0.418
H  -8.265  -3.259  1.257  0.399
H  -7.361  -5.111  -0.157  0.405
H  -4.912  -5.622  -0.141  0.399
H  -1.054  -6.500  -0.593  0.282
H  -2.315  -5.487  -1.529  0.210

=====

[3]
Density functional theory data (ωB97M-V/def2-TZVPD) for 2 unconnected molecules or ions with the total composition C31H29Br2N2O.

Values from the calculation:
E = -177721.7092 eV
Net charge = +1

Each line ends with the natural charge from an NBO analysis.
Geometry (Å):
Br  -2.582  -2.652  -7.954  0.134
C  -2.001  -2.635  -6.156  -0.039
C  -2.951  -2.706  -5.119  -0.244
C  -2.535  -2.618  -3.795  -0.121
C  -1.162  -2.440  -3.465  -0.169
C  -0.751  -2.227  -2.102  -0.016
C  0.529  -1.859  -1.707  -0.287
C  0.959  -1.889  -0.352  -0.074
C  2.374  -2.176  -0.099  -0.041
C  2.765  -3.175  0.827  -0.167
C  4.096  -3.577  0.943  -0.234
C  5.085  -2.936  0.179  -0.050
Br  6.897  -3.451  0.382  0.128
C  4.732  -1.916  -0.724  -0.223
C  3.385  -1.558  -0.873  -0.188
C  -0.216  -2.468  -4.525  -0.078
C  -0.631  -2.557  -5.852  -0.260
H  -4.008  -2.811  -5.348  0.246
H  -3.255  -2.671  -2.975  0.226
H  -1.517  -2.375  -1.334  0.219
H  1.254  -1.584  -2.485  0.223
H  0.250  -2.301  0.379  0.226
H  1.989  -3.667  1.417  0.227
H  4.364  -4.385  1.624  0.248
H  5.512  -1.430  -1.302  0.243
H  3.123  -0.791  -1.603  0.221
H  0.852  -2.431  -4.309  0.211
H  0.089  -2.545  -6.666  0.244
C  -1.718  -0.363  3.004  -0.405
N  -0.390  0.148  2.771  -0.376
C  0.071  0.505  1.436  0.179
H  0.387  -0.431  0.802  0.181
C  -0.965  1.303  0.657  -0.132
C  -1.414  0.820  -0.571  -0.140
C  -2.349  1.513  -1.308  -0.270
C  -2.869  2.731  -0.813  0.334
O  -3.784  3.372  -1.587  -0.489
C  -4.343  4.625  -1.117  -0.259
C  -2.426  3.229  0.438  -0.298
C  -1.484  2.512  1.157  -0.178
N  1.258  1.272  1.760  -0.391
C  1.940  2.051  0.757  -0.404
C  1.427  1.427  3.118  0.212
C  0.385  0.726  3.756  0.123
C  0.106  0.919  5.115  -0.245
C  0.872  1.867  5.804  -0.211
C  1.919  2.567  5.164  -0.206
C  2.226  2.340  3.818  -0.276
H  -1.835  -0.591  4.067  0.224
H  -2.494  0.362  2.715  0.211
H  -1.853  -1.274  2.412  0.200
H  -1.004  -0.123  -0.938  0.196
H  -2.702  1.141  -2.271  0.229
H  -5.032  4.921  -1.912  0.215
H  -4.881  4.477  -0.168  0.186
H  -3.550  5.378  -0.986  0.186
H  -2.821  4.168  0.834  0.234
H  -1.156  2.911  2.120  0.230
H  2.805  2.542  1.210  0.224
H  2.267  1.381  -0.047  0.199
H  1.278  2.819  0.330  0.212
H  -0.703  0.357  5.582  0.221
H  0.660  2.076  6.856  0.228
H  2.494  3.300  5.736  0.228
H  3.032  2.856  3.295  0.222

=====

[4]
Density functional theory data (ωB97M-V/def2-TZVPD) for a molecular structure, C31H29BrN7ORuSSb.

Values from the calculation:
E = -135088.0505 eV
Spin multiplicity = 2
⟨S²⟩ = 0.795
Net charge = +1
Energy above the lowest of the compared OMol25 structures with the same formula, charge and spin = 20.5 kcal per mole

Each line ends with the Mulliken spin population.
Geometry (Å):
Ru  0.343  -1.142  -0.159  0.005
N  3.200  -1.348  3.096  0.000
C  2.451  -1.237  1.983  0.000
S  0.726  -1.167  2.183  0.000
N  3.125  -1.201  0.846  0.000
N  2.331  -1.193  -0.255  -0.006
C  2.879  -1.034  -1.405  0.005
C  4.333  -0.820  -1.616  0.001
C  4.756  0.215  -2.451  -0.001
C  6.105  0.471  -2.643  0.000
C  7.055  -0.304  -1.997  0.000
C  6.646  -1.333  -1.159  0.000
C  5.297  -1.586  -0.964  0.001
C  1.918  -1.038  -2.527  -0.002
C  2.285  -1.075  -3.867  0.002
C  1.310  -1.083  -4.848  -0.001
C  -0.025  -1.063  -4.478  0.000
C  -0.327  -1.066  -3.133  -0.001
N  0.616  -1.065  -2.180  -0.001
H  2.766  -1.147  3.980  0.000
H  4.192  -1.191  3.012  0.000
H  4.022  0.848  -2.938  0.000
H  6.414  1.277  -3.296  0.000
H  8.110  -0.104  -2.138  0.000
H  7.382  -1.940  -0.648  0.000
H  4.985  -2.383  -0.301  0.000
H  3.333  -1.112  -4.124  0.000
H  1.589  -1.115  -5.893  0.000
H  -0.815  -1.068  -5.215  0.000
H  -1.349  -1.092  -2.779  0.000
Br  -7.208  3.722  6.212  0.023
C  -6.231  4.051  4.644  0.192
C  -6.830  4.748  3.597  -0.093
C  -6.121  4.980  2.440  0.173
C  -4.804  4.499  2.312  -0.032
C  -4.199  3.826  3.399  0.170
C  -4.915  3.602  4.553  -0.089
N  -4.167  4.718  1.135  0.546
N  -3.000  4.270  0.847  0.097
C  -2.742  3.050  0.508  -0.002
C  -3.762  2.016  0.407  0.024
C  -3.444  0.736  0.187  -0.022
C  -2.054  0.343  0.050  -0.007
O  -1.715  -0.831  -0.105  -0.011
C  -1.017  1.377  0.078  0.004
N  0.251  0.938  -0.083  -0.004
C  1.232  1.826  -0.084  -0.002
C  0.987  3.194  0.056  0.003
C  -0.299  3.643  0.224  0.022
C  -1.338  2.710  0.253  0.004
H  -7.844  5.107  3.699  -0.002
H  -6.562  5.522  1.614  0.001
H  -3.169  3.501  3.321  0.009
H  -4.461  3.087  5.389  -0.003
H  -4.799  2.307  0.520  0.001
H  -4.203  -0.032  0.123  0.001
H  2.236  1.438  -0.198  0.000
H  1.819  3.884  0.043  0.000
H  -0.520  4.697  0.333  -0.001
C  1.260  -5.145  0.545  0.000
Sb  -0.141  -3.667  -0.046  -0.002
C  -1.057  -4.493  -1.785  0.000
C  -1.709  -4.070  1.326  0.000
H  0.772  -6.118  0.590  0.000
H  1.628  -4.872  1.533  0.000
H  2.096  -5.184  -0.151  0.000
H  -1.237  -5.559  -1.646  0.000
H  -0.438  -4.342  -2.670  0.000
H  -2.011  -3.984  -1.922  0.000
H  -2.093  -5.075  1.151  0.000
H  -2.501  -3.341  1.167  0.000
H  -1.342  -3.988  2.347  0.000